This record from the OMol25 dataset describes a molecular structure, C25H38Br48N4P. The level of theory is ωB97M-V with the def2-TZVPD basis set.

```
! RIJCOSX wB97M-V def2-TZVPD def2/J DEFGRID3
* xyz 1 1
Br 5.3939 -6.0405 -1.3685
Br -8.1868 -3.1238 -1.9252
Br 8.9132 -3.0117 -6.2354
Br 2.5113 6.6685 -2.2206
Br -9.7976 -2.6372 6.0537
Br -9.8472 -7.9435 -0.7423
Br 6.6127 -0.4162 0.7924
Br -16.5630 -3.3942 11.7970
Br -5.2193 -4.2130 -1.8126
Br 1.0068 5.4644 -8.3337
Br -2.0809 6.0414 -7.8505
Br -2.9126 3.5013 -0.1683
Br 11.6889 -2.7482 -4.7024
Br -0.3360 8.0560 -9.5957
Br -0.2182 5.1089 -1.7369
Br 2.3045 -1.6193 3.5166
Br -12.5982 -3.0466 10.6195
Br -1.5760 1.8321 2.1919
Br 11.3564 -4.8848 -7.0392
Br -10.3463 -0.9804 9.7183
Br -12.3433 -3.8968 15.5101
Br 1.8560 -3.6915 1.1360
Br -15.9298 -3.6260 8.6847
Br -5.8262 -1.3333 -3.0419
Br -2.8581 -4.0109 3.9148
Br -7.7039 -4.0204 4.0960
Br -4.5279 1.1552 1.2130
Br -1.4645 -0.8143 -3.8554
Br -4.8284 -1.5742 4.5077
Br -16.3721 -0.7694 10.0109
Br -4.8534 -2.9940 1.6570
Br 8.2193 -4.7450 -0.6348
Br -8.7519 -5.5938 1.1112
Br -6.8750 -3.3360 7.0926
Br 2.5440 1.3884 3.3282
Br -0.4258 -1.6426 1.9228
Br 4.9588 3.1970 2.2692
Br -13.6491 -5.5493 13.1263
Br -2.7549 -1.2681 -0.9863
Br -11.2159 -5.0722 -0.8595
Br 7.5175 -5.4424 -3.6538
Br -10.8677 -6.4777 14.3652
Br 0.8370 5.5975 -4.7286
Br 5.5539 0.4393 3.7328
Br 3.5282 -0.2573 0.0388
Br -9.5314 -3.7821 10.9952
Br 5.4697 -2.1283 -1.6359
Br -0.1975 0.6364 -1.3225
P 3.4899 2.2160 -3.0389
N 6.0501 3.8947 -3.5330
N 3.7893 3.6916 -4.0353
N 4.9776 5.4909 -4.9352
N 8.3390 3.2901 -3.6856
C -3.2163 2.5316 1.4708
C -12.0110 -4.9848 13.9592
C -7.9432 -2.8201 5.5784
C 4.9021 4.3510 -4.1907
C 1.0328 -2.7090 2.5726
C -3.7845 -2.4925 3.1804
C 4.3649 1.9435 3.6124
C 7.4102 4.9940 -5.2522
C 6.1064 5.3945 -5.9196
C -10.8207 -2.8331 9.9224
C 10.4832 -3.9392 -5.6127
C -6.4702 -3.1281 -2.7924
C 4.7789 1.0237 -3.5698
C 8.9430 0.8915 -3.9188
C 3.1932 1.6895 -0.3669
C -0.3491 6.8250 -8.1236
C 3.9678 2.6294 -1.3224
C -16.8495 -2.6324 10.0524
C 5.0938 -1.3696 0.0868
C 7.2147 3.6882 -4.4734
C 0.7586 6.2668 -2.9118
C -1.8129 -0.0392 -2.1289
C -9.5814 -6.0470 -0.5652
C 9.2561 2.3299 -4.3196
C 7.2636 -5.9330 -1.8095
H 7.6812 -6.9197 -1.6716
H -10.8021 -3.2774 8.9370
H 6.3557 4.6694 -2.9431
H 7.8685 0.7375 -3.8157
H 4.2903 0.2129 -4.1029
H 6.1994 6.3174 -6.4846
H 8.8300 4.0832 -3.2966
H 7.7526 5.7587 -4.5507
H 5.5095 1.4742 -4.2407
H 10.2576 2.5644 -3.9623
H 4.1117 5.5967 -5.4613
H 0.6385 -3.4292 3.2759
H 2.4011 1.1405 -0.8759
H -8.8911 -5.7500 -1.3397
H -7.5979 -1.8472 5.2591
H 4.3954 2.4604 4.5605
H 4.8833 -2.1869 0.7641
H -11.4883 -4.3683 13.2397
H -3.6066 3.2297 2.1971
H 5.0367 2.4354 -1.2107
H 3.8244 3.6788 -1.0731
H 9.3062 0.1970 -4.6778
H 9.4261 0.6293 -2.9798
H -3.0335 -1.8011 2.8255
H 2.7824 2.2825 0.4447
H 6.9986 2.8841 -5.1804
H -0.1019 7.3818 -7.2309
H 9.2472 2.4414 -5.4081
H 3.8794 0.9803 0.0919
H 0.2234 7.2046 -2.9616
H 8.1333 4.8671 -6.0586
H 2.9597 4.0197 -4.5186
H 10.1534 -4.6731 -4.8907
H 5.8429 4.6057 -6.6332
H -17.9067 -2.6997 9.8418
H -6.5917 -3.5719 -3.7699
H -2.4628 0.8109 -2.2853
H 5.3049 0.6456 -2.6954
*
```

## Properties
**E_HOMO**: -8.96 eV
**Gap between HOMO and LUMO**: 6.10 eV
**M**: 4261.0 g mol⁻¹
**Lowest unoccupied orbital energy**: -2.9 eV


This record from the OMol25 dataset describes 2 unconnected molecules or ions with the total composition C2H3FNP. The level of theory is ωB97M-V with the def2-TZVPD basis set.

```
! RIJCOSX wB97M-V def2-TZVPD def2/J DEFGRID3
* xyz 0 1
P 0.2766 -1.3324 -0.8977
F 1.4477 0.3083 -1.9651
N -1.4532 0.9264 0.1654
C 0.6674 -0.3616 0.6633
C -0.5445 0.1469 0.0396
H -2.2836 0.9343 -0.4052
H 1.5165 0.2241 0.7981
H 0.3730 -0.8460 1.6016
*
```

## Properties
**E_HOMO**: -9.26 eV
**Gap between HOMO and LUMO**: 7.60 eV
**M**: 91.0 g mol⁻¹
**Lowest unoccupied orbital energy**: -1.7 eV
**ΔE to the lowest compared entry with this formula, charge and spin**: 210.7 kJ/mol


This record from the OMol25 dataset describes 2 unconnected molecules or ions with the total composition C4H14N2O. The level of theory is ωB97M-V with the def2-TZVPD basis set.

```
! RIJCOSX wB97M-V def2-TZVPD def2/J DEFGRID3
* xyz 0 1
O -0.7075 -1.8891 -2.0492
N -0.3428 -1.1386 0.9097
N 1.5532 2.4370 -1.5603
C -1.5798 -1.7273 1.4761
C 1.0610 0.8088 0.3659
C 0.9781 1.1502 -1.1744
C -0.3084 0.3412 0.9376
H 1.8550 0.0613 0.4193
H 1.0214 3.1429 -1.0632
H -0.3507 0.7858 1.9374
H -2.1135 -1.0274 2.1302
H -2.3070 -1.9750 0.7004
H -1.2900 -2.6171 2.0257
H -1.1197 0.6271 0.2719
H 1.5438 0.3448 -1.6465
H -0.0272 1.0502 -1.5664
H 2.5135 2.5728 -1.2615
H 1.4436 1.6023 1.0150
H -1.5301 -1.4283 -2.2785
H -0.6749 -1.6678 -1.1158
H 0.3820 -1.4539 1.5267
*
```

## Properties
**SMILES**: CNCCCN.O
**E_HOMO**: -9.07 eV
**Gap between HOMO and LUMO**: 10.00 eV
**M**: 106.2 g mol⁻¹
**Lowest unoccupied orbital energy**: 0.9 eV
**ΔE to the lowest compared entry with this formula, charge and spin**: 157.4 kJ/mol


This record from the OMol25 dataset describes C5H6O in the gas phase. The level of theory is ωB97M-V with the def2-TZVPD basis set.

```
! RIJCOSX wB97M-V def2-TZVPD def2/J DEFGRID3
* xyz 0 1
O -0.0885 0.1748 -0.3020
C -1.8001 0.2480 -1.6917
C -2.5411 -0.3674 -2.4269
C 1.7721 -0.3724 1.0582
C -1.1717 0.8647 -0.5590
C 0.4588 0.3699 1.0200
H 1.6442 -1.3521 0.5915
H -3.1846 -0.9322 -3.0666
H -0.2696 -0.0660 1.7070
H 2.0987 -0.5251 2.0891
H 2.5583 0.1659 0.5299
H 0.5328 1.4408 1.2172
*
```

## Properties
**E_HOMO**: -8.71 eV
**Gap between HOMO and LUMO**: 8.69 eV
**M**: 82.1 g mol⁻¹
**Lowest unoccupied orbital energy**: 0.0 eV
**ΔE to the lowest compared entry with this formula, charge and spin**: 420.5 kJ/mol


This record from the OMol25 dataset describes a molecular structure, C3H6FN4O2. The level of theory is ωB97M-V with the def2-TZVPD basis set.

```
! RIJCOSX wB97M-V def2-TZVPD def2/J DEFGRID3
* xyz -1 1
F 1.6532 0.9792 -0.9398
O 0.4818 -1.1311 2.8209
O 1.5453 -2.4901 1.5344
N -0.6452 -1.6508 -2.9088
N -0.6146 1.6395 -1.0838
N 0.4087 1.0573 1.0467
N 0.5151 -1.9261 1.8842
C -0.4176 -1.1920 -1.8723
C -0.0443 0.6755 -0.2311
C -0.3454 -0.8173 -0.4481
H -0.9820 -1.5916 -0.0036
H 0.0244 1.7845 -1.8738
H -1.2794 2.2422 -0.5858
H -1.3936 -0.0556 -0.1102
H 1.4017 1.3141 0.9995
H -0.3079 1.1624 1.7716
*
```

## Properties
**E_HOMO**: -2.87 eV
**Gap between HOMO and LUMO**: 5.76 eV
**M**: 149.1 g mol⁻¹
**Lowest unoccupied orbital energy**: 2.9 eV
**ΔE to the lowest compared entry with this formula, charge and spin**: 300.4 kJ/mol


This record from the OMol25 dataset describes a molecular structure, C2H5BrN. The level of theory is ωB97M-V with the def2-TZVPD basis set.

```
! RIJCOSX wB97M-V def2-TZVPD def2/J DEFGRID3
* xyz 1 3
Br -2.0118 1.5170 1.3887
N 0.1576 -0.1816 0.7053
C -0.4054 1.2269 0.5418
C -0.3995 -0.3252 -0.6765
H -0.4249 -0.6820 1.5488
H 0.3716 1.9208 0.3613
H -1.4150 -0.8907 -0.8435
H 1.1416 -0.2624 0.6622
H 0.2901 -0.3115 -1.3695
*
```

## Properties
**E_HOMO (alpha / beta)**: -11.88 / -16.20 eV
**Gap between HOMO and LUMO (alpha / beta)**: 7.91 / 8.82 eV
**M**: 123.0 g mol⁻¹
**Lowest unoccupied orbital energy (alpha / beta)**: -4.0 / -7.4 eV
**ΔE to the lowest compared entry with this formula, charge and spin**: 117.2 kJ/mol
**Expectation value of S²**: 2.01


What did the fifth record say?
This record from the OMol25 dataset describes a molecular structure, C3H6FN4O2. The level of theory is ωB97M-V with the def2-TZVPD basis set.

```
! RIJCOSX wB97M-V def2-TZVPD def2/J DEFGRID3
* xyz -1 1
F 1.6532 0.9792 -0.9398
O 0.4818 -1.1311 2.8209
O 1.5453 -2.4901 1.5344
N -0.6452 -1.6508 -2.9088
N -0.6146 1.6395 -1.0838
N 0.4087 1.0573 1.0467
N 0.5151 -1.9261 1.8842
C -0.4176 -1.1920 -1.8723
C -0.0443 0.6755 -0.2311
C -0.3454 -0.8173 -0.4481
H -0.9820 -1.5916 -0.0036
H 0.0244 1.7845 -1.8738
H -1.2794 2.2422 -0.5858
H -1.3936 -0.0556 -0.1102
H 1.4017 1.3141 0.9995
H -0.3079 1.1624 1.7716
*
```

## Properties
**E_HOMO**: -2.87 eV
**Gap between HOMO and LUMO**: 5.76 eV
**M**: 149.1 g mol⁻¹
**Lowest unoccupied orbital energy**: 2.9 eV
**ΔE to the lowest compared entry with this formula, charge and spin**: 300.4 kJ/mol


Among the records above, which one has the lowest M?
C5H6O


Which of these has the highest M?
C25H38Br48N4P


Which value of M does entry 2 give?
91.0 g mol⁻¹